Record 1
A molecular structure, C18H14AgAsF6P. Source: the OMol25 dataset; level of theory: the ωB97M-V functional and the def2-TZVPD basis.

Output
- HOMO-LUMO gap (alpha / beta) (eV) = 8.6 / 7.6
- LUMO energy (alpha / beta) (eV) = -0.007 / -2.063
- relative energy (zero: lowest compared OMol25 entry of this formula, charge and spin) (eV) = 0.000
- <S²> = 0.759
- E_tot (a.u.) = -4017.67835
- largest force on an atom (eV/A) = 0.11
- HOMO level (alpha / beta) (eV) = -8.61 / -9.65
- spin multiplicity = 2

Last column: Löwdin charge in e.
Geometry (Å):
Ag -0.58 -2.03 -1.03  0.83
C 3.59 2.70 -2.05  -0.08
C 3.91 1.58 -1.30  -0.07
C 2.91 0.81 -0.73  -0.08
C 1.58 1.16 -0.90  -0.36
C 1.25 2.28 -1.67  -0.09
C 2.25 3.04 -2.24  -0.07
P 0.26 0.12 -0.23  1.04
C -1.00 1.23 0.42  -0.36
C -2.34 0.90 0.24  -0.09
C -3.33 1.71 0.78  -0.07
C -2.99 2.85 1.49  -0.07
C -1.65 3.19 1.66  -0.07
C -0.66 2.38 1.13  -0.09
C 0.93 -0.87 1.11  -0.43
C 1.64 -0.56 2.27  -0.08
C 1.98 -1.61 3.11  -0.08
C 1.62 -2.92 2.81  -0.07
C 0.91 -3.23 1.65  -0.09
C 0.58 -2.17 0.82  -0.19
H 4.37 3.30 -2.50  0.11
H 4.95 1.30 -1.16  0.11
H 3.17 -0.07 -0.14  0.10
H 0.21 2.55 -1.81  0.11
H 2.00 3.91 -2.83  0.11
H -2.62 0.02 -0.32  0.09
H -4.37 1.45 0.64  0.11
H -3.76 3.48 1.91  0.11
H -1.38 4.08 2.22  0.11
H 0.38 2.65 1.25  0.11
H 1.91 0.46 2.51  0.11
H 2.53 -1.41 4.02  0.11
H 1.90 -3.72 3.48  0.11
H 0.63 -4.25 1.43  0.10
F -2.35 -1.92 -2.74  -0.33
As -3.04 -3.51 -2.32  0.71
F -3.00 -2.93 -0.65  -0.30
F -1.33 -3.99 -2.05  -0.33
F -2.91 -3.99 -3.95  -0.22
F -3.54 -5.05 -1.80  -0.22
F -4.63 -2.92 -2.52  -0.22



Record 2
A single C25H32N2O6S3 molecule at a distorted geometry. Source: the OMol25 dataset; level of theory: the ωB97M-V functional and the def2-TZVPD basis.

Output
- HOMO-LUMO gap (eV) = 8.0
- SMILES = CC[C@H](C)NS(=O)(=O)c1ccc(S(=O)(=O)N(CCc2ccc(OC)c(OC)c2)Cc2cccs2)cc1
- LUMO energy (eV) = 0.074
- relative energy (zero: lowest compared OMol25 entry of this formula, charge and spin) (eV) = 0.103
- E_tot (a.u.) = -2727.31031
- largest force on an atom (eV/A) = 1.16
- HOMO level (eV) = -7.89

Last column: Löwdin charge in e.
Geometry (Å):
C -0.74 5.68 -6.54  -0.10
H -0.51 6.72 -6.79  0.07
C -1.47 5.63 -5.20  -0.22
H -2.35 6.27 -5.24  0.12
H -0.82 5.99 -4.41  0.10
C -1.93 4.21 -4.84  -0.42
N -0.83 3.27 -4.73  -0.10
S 0.26 3.36 -3.48  0.65
O 1.47 2.78 -3.98  -0.29
O 0.33 4.66 -2.87  -0.29
C -0.43 2.22 -2.29  -0.28
C -0.63 2.62 -0.98  -0.04
C -1.06 1.70 -0.04  -0.04
C -1.26 0.39 -0.43  -0.25
C -1.09 -0.01 -1.75  -0.04
C -0.67 0.92 -2.69  -0.04
H -0.51 0.64 -3.72  0.12
H -1.27 -1.05 -2.00  0.12
S -1.60 -0.86 0.82  0.67
O -2.76 -0.47 1.57  -0.26
O -1.59 -2.13 0.17  -0.29
N -0.29 -0.74 1.81  -0.25
C -0.40 -0.14 3.12  -0.19
H 0.59 0.21 3.42  0.11
C -0.96 -1.13 4.16  -0.12
C -0.22 -2.43 4.08  -0.25
C 0.92 -2.68 4.83  -0.05
C 1.63 -3.86 4.67  -0.02
C 1.23 -4.80 3.74  -0.20
C 0.07 -4.56 2.96  -0.19
C -0.64 -3.39 3.15  0.02
H -1.52 -3.18 2.57  0.10
O -0.25 -5.52 2.06  -0.06
C -1.40 -5.33 1.26  -0.07
H -2.31 -5.33 1.88  0.10
H -1.36 -4.40 0.69  0.07
H -1.42 -6.18 0.58  0.10
O 1.86 -5.99 3.49  -0.07
C 3.00 -6.30 4.26  -0.09
H 3.81 -5.58 4.10  0.10
H 3.32 -7.28 3.91  0.09
H 2.77 -6.36 5.33  0.10
H 2.50 -4.03 5.27  0.10
H 1.26 -1.95 5.55  0.11
H -2.01 -1.29 3.94  0.11
H -0.86 -0.68 5.15  0.12
H -1.07 0.72 3.06  0.11
C 0.98 -1.18 1.29  -0.19
C 1.66 -0.10 0.52  -0.50
C 1.95 -0.06 -0.81  -0.13
C 2.52 1.17 -1.23  -0.18
C 2.66 2.05 -0.21  -0.40
S 2.11 1.39 1.28  1.04
H 3.05 3.04 -0.24  0.07
H 2.78 1.39 -2.25  0.10
H 1.76 -0.88 -1.47  0.12
H 1.60 -1.54 2.12  0.13
H 0.78 -2.02 0.62  0.13
H -1.21 1.98 0.99  0.12
H -0.43 3.65 -0.72  0.12
H -0.33 3.13 -5.60  0.10
C -2.71 4.21 -3.52  -0.05
H -2.98 3.19 -3.25  0.08
H -2.09 4.63 -2.73  0.07
H -3.61 4.80 -3.62  0.09
H -2.58 3.83 -5.64  0.15
H -1.35 5.26 -7.33  0.07
H 0.20 5.14 -6.48  0.07